Density functional theory data (wB97M-V/def2-TZVPD) for a cluster of 8 separate species, C7H30O8 in total in a non-equilibrium geometry.

Properties
**F_max**: 2.692 eV Å⁻¹
**Spin multiplicity**: 1
**Orbital gap**: 10.67 eV
**Energy relative to the best compared isomer or geometry (same formula, charge and spin)**: 313.28 kJ/mol
**LUMO energy**: 0.5 eV
**HOMO energy**: -10.179 eV
**SMILES string**: CO.CO.CO.CO.CO.CO.CO.O

```
45
Properties=species:S:1:pos:R:3:forces:R:3
C 1.77906 -2.52056 -2.00602 0.02 0.48 2.16
O 0.65292 -3.31262 -2.29325 -0.19 -0.18 -1.19
H 1.86254 -2.73355 -0.92338 0.65 0.57 -0.40
H 2.70835 -2.84940 -2.47003 -0.12 0.05 -0.29
H 1.60737 -1.41970 -2.10953 0.10 -0.81 -0.29
H 0.61134 -3.40189 -3.24966 -0.37 -0.15 -0.01
C -0.75398 0.60779 -4.10583 1.36 1.97 -1.23
O -0.14257 1.53194 -3.18499 -1.16 -0.63 0.24
H -1.65695 0.20349 -3.74607 -1.02 -0.71 0.64
H -0.98143 1.18174 -5.03199 0.03 -0.55 0.30
H -0.02278 -0.14352 -4.34542 0.14 -0.51 -0.08
H -0.91135 1.80984 -2.65722 0.60 0.50 0.12
C -1.52930 -3.07067 1.23419 0.22 0.82 -0.81
O -0.91185 -2.66226 -0.02639 -0.52 -0.35 0.43
H -1.73132 -4.12464 1.23443 0.17 -0.60 0.10
H -0.84230 -2.76690 2.02017 -0.23 -0.19 0.35
H -2.51365 -2.58092 1.36392 0.69 0.08 -0.26
H -0.41509 -3.39285 -0.43715 -0.37 0.43 0.14
C 0.58491 4.17359 1.88248 1.15 0.29 -0.37
O -0.53054 3.66119 2.51897 -1.75 -0.64 0.67
H 0.68641 3.78629 0.84760 -0.04 0.47 0.34
H 0.59858 5.28514 1.91948 0.14 -0.59 -0.26
H 1.43932 3.78091 2.46548 -0.25 0.37 -0.37
H -1.37039 3.89002 2.08927 0.66 0.11 -0.03
C 2.34197 -1.90723 1.88406 -0.88 -0.71 -0.68
O 3.66856 -1.61994 1.47783 -0.17 0.16 0.45
H 1.70630 -1.92422 0.97780 -0.04 -0.16 0.48
H 2.31808 -2.91580 2.30814 0.15 0.20 0.01
H 1.85533 -1.21897 2.58612 0.52 0.14 0.05
H 3.61016 -0.75954 1.06331 0.38 0.29 -0.12
C -2.81482 1.97252 0.17143 0.21 0.37 0.66
O -1.95660 1.94640 -0.93516 0.43 -0.84 -0.81
H -3.42095 1.07303 0.23136 -0.32 -0.03 0.00
H -2.17772 2.00944 1.05936 -0.33 0.05 0.34
H -3.43699 2.86897 0.12932 -0.02 -0.17 -0.07
H -1.48153 1.09459 -0.81490 -0.03 0.62 -0.02
C 0.81212 0.61171 0.02059 -0.68 1.12 -0.45
O -0.42718 0.02713 0.41024 0.07 -1.11 -0.69
H 1.68403 0.02445 0.22424 0.33 -0.50 0.42
H 0.83623 0.87342 -1.04578 -0.16 -0.07 0.14
H 0.81194 1.53015 0.59981 0.57 0.16 -0.04
H -0.48471 -0.91082 0.10025 0.01 0.33 0.23
O -0.35932 0.52970 3.12384 -0.18 -0.16 -0.85
H -0.47243 0.41235 2.14728 0.10 -0.16 0.86
H -0.82974 1.35019 3.29179 0.13 0.25 0.18
```
Forces are in eV/Å.

***

Density functional theory data (wB97M-V/def2-TZVPD) for the molecule C17H19N5O3S2 in a non-equilibrium geometry.

Properties
**F_max**: 1.064 eV Å⁻¹
**Spin multiplicity**: 1
**Orbital gap**: 8.94 eV
**Energy relative to the best compared isomer or geometry (same formula, charge and spin)**: 78.95 kJ/mol
**LUMO energy**: 0.5 eV
**HOMO energy**: -8.456 eV
**SMILES string**: Cc1ccc2nc(NC(=O)[C@H]3CCCN(S(=O)(=O)c4cnc[nH]4)C3)sc2c1

```
46
Properties=species:S:1:pos:R:3:forces:R:3
C -5.07603 -2.93647 -0.11666 0.00 -0.01 0.07
C -4.44585 -1.58044 -0.03032 0.10 0.02 -0.12
C -5.07152 -0.56840 0.70558 0.04 0.03 0.01
C -4.52026 0.68686 0.83479 0.09 0.05 -0.04
C -3.30486 0.95382 0.21299 0.00 -0.95 -0.48
N -2.61751 2.13246 0.25856 0.29 0.94 0.29
C -1.51218 2.07107 -0.38298 -0.13 -1.02 -0.28
N -0.68523 3.16269 -0.51102 -0.28 0.79 -0.10
C 0.68340 3.28329 -0.47455 0.11 -0.35 -0.08
O 1.18429 4.37911 -0.56094 0.16 0.15 0.03
C 1.48087 2.01123 -0.25604 0.36 0.32 0.22
C 2.98193 2.27586 -0.39327 -0.08 -0.14 -0.17
C 3.77075 1.00666 -0.07672 -0.09 0.13 0.17
C 3.40962 0.49653 1.32063 0.67 -0.19 -0.22
N 1.98483 0.33569 1.48479 -0.49 -0.95 -0.03
S 1.34919 -1.16949 1.24574 -0.05 0.11 0.09
O -0.07526 -1.04993 1.28210 0.17 0.10 -0.15
O 2.00629 -2.05718 2.16504 0.25 0.03 -0.14
C 1.88174 -1.77827 -0.34285 -0.24 0.18 0.63
C 1.63075 -1.56294 -1.67425 -0.19 0.15 0.32
N 2.39948 -2.38747 -2.42363 0.04 -0.07 -0.55
C 3.10169 -3.09941 -1.58253 0.09 -0.02 0.18
N 2.82900 -2.76494 -0.30518 0.16 -0.11 0.05
C 1.19611 1.49284 1.16541 -0.66 0.17 -0.27
S -1.19195 0.52741 -1.20151 -0.49 0.53 0.18
C -2.68050 -0.06590 -0.53362 -0.06 0.41 0.17
C -3.23751 -1.32357 -0.65772 -0.10 -0.09 0.09
H -6.14539 -2.85253 -0.30033 -0.07 -0.07 -0.03
H -4.93936 -3.46892 0.82461 -0.03 -0.11 0.02
H -4.62585 -3.52617 -0.91075 -0.02 -0.08 -0.05
H -6.01331 -0.78521 1.18822 -0.11 -0.02 0.05
H -5.00395 1.46267 1.40592 -0.07 0.09 0.07
H -1.17153 4.05229 -0.44869 0.11 -0.13 0.01
H 1.18002 1.25457 -0.98419 0.04 0.01 0.05
H 3.20380 2.61761 -1.40486 0.03 0.08 0.05
H 3.26329 3.07541 0.29449 0.00 0.07 -0.03
H 3.54297 0.24252 -0.82272 0.09 -0.03 0.01
H 4.84088 1.21268 -0.11812 0.03 -0.04 -0.02
H 3.86537 -0.47220 1.52967 0.19 0.14 0.06
H 3.75700 1.21151 2.07483 -0.01 -0.10 0.01
H 0.94613 -0.88185 -2.13546 -0.13 0.16 0.00
H 3.81032 -3.85128 -1.86514 0.17 -0.20 0.06
H 3.16468 -3.15407 0.56370 0.06 -0.08 -0.09
H 0.15390 1.20087 1.29376 0.04 0.26 0.05
H 1.43362 2.28004 1.89045 -0.01 -0.05 -0.03
H -2.73386 -2.08904 -1.22725 0.01 -0.15 -0.06
```
Forces are in eV/Å.

***

Density functional theory data (wB97M-V/def2-TZVPD) for the molecule C2H6N2S in a non-equilibrium geometry.

Properties
**F_max**: 1.904 eV Å⁻¹
**Spin multiplicity**: 1
**Orbital gap**: 9.95 eV
**Energy relative to the best compared isomer or geometry (same formula, charge and spin)**: 43.10 kJ/mol
**LUMO energy**: 0.8 eV
**HOMO energy**: -9.168 eV
**SMILES string**: [H]/N=C(/N)SC

```
11
Properties=species:S:1:pos:R:3:forces:R:3
H 1.48899 -1.64592 0.69149 0.19 -0.68 0.46
N 1.82070 -0.71497 0.50941 -0.91 -1.12 -0.19
C 0.85026 -0.08353 -0.01648 0.35 0.30 -0.15
N 1.13584 1.21720 -0.27306 -0.13 0.82 0.26
S -0.84308 -0.66184 -0.42470 0.71 0.58 0.93
C -1.75588 0.58181 0.55568 -1.34 1.30 0.35
H 2.10551 1.39939 -0.06680 -0.02 0.28 -0.14
H 0.71962 1.73019 -1.01115 -0.41 0.19 -0.51
H -1.69918 1.60878 0.07358 0.10 -1.28 0.67
H -2.84875 0.31961 0.56065 1.01 -0.06 -0.40
H -1.53893 0.67208 1.65778 0.46 -0.33 -1.27
```
Forces are in eV/Å.

***

Density functional theory data (wB97M-V/def2-TZVPD) for a cluster of 2 separate species, C6H11N2 in total in a non-equilibrium geometry.

Properties
**F_max**: 3.635 eV Å⁻¹
**Spin multiplicity**: 1
**Net charge**: +1
**Orbital gap**: 8.38 eV
**Energy relative to the best compared isomer or geometry (same formula, charge and spin)**: 545.66 kJ/mol
**LUMO energy**: -6.1 eV
**HOMO energy**: -14.493 eV

```
19
Properties=species:S:1:pos:R:3:forces:R:3
C -2.43875 0.70583 -2.15246 2.16 -0.90 1.20
C 0.95552 0.26596 1.45345 0.63 2.59 0.09
C -0.57740 0.13498 1.42214 0.53 -0.75 0.22
C 1.45909 0.59864 0.06255 -1.26 -1.43 0.03
C -0.84156 -1.09078 0.47754 1.96 0.28 0.64
C 0.97764 -0.32263 -1.02135 3.29 -0.82 1.32
N -1.57939 0.34271 -1.47863 -0.98 0.75 -0.91
N -0.21406 -0.93078 -0.82691 -1.19 -1.27 -1.16
H -3.12328 1.00700 -2.88098 -0.99 0.42 -0.61
H 1.40027 1.13952 2.07164 -1.27 -1.53 -0.44
H 1.42862 -0.63693 1.80057 0.08 -0.44 0.32
H -0.93112 0.04356 2.46242 -0.26 -0.45 -0.63
H -1.07156 1.00133 0.97844 0.16 0.08 0.06
H 1.13909 1.51949 -0.29105 -0.82 2.28 -0.05
H 2.48409 0.65160 0.02387 2.58 0.00 0.03
H -0.20649 -1.99679 0.90214 -1.71 1.20 -0.91
H -1.84118 -1.25247 0.09571 -0.42 -0.82 1.33
H 1.26215 0.07872 -1.98050 -0.87 -0.08 -0.94
H 1.71832 -1.25897 -1.11858 -1.61 0.89 0.42
```
Forces are in eV/Å.

***

Density functional theory data (wB97M-V/def2-TZVPD) for a structure of composition C2H9N2S2 in a non-equilibrium geometry.

Properties
**F_max**: 3.988 eV Å⁻¹
**Spin multiplicity**: 1
**Net charge**: +1
**Orbital gap**: 9.67 eV
**Energy relative to the best compared isomer or geometry (same formula, charge and spin)**: 201.89 kJ/mol
**LUMO energy**: -4.3 eV
**HOMO energy**: -13.964 eV

```
15
Properties=species:S:1:pos:R:3:forces:R:3
C -0.45823 -0.82425 0.32635 -1.20 -0.08 0.82
C 0.53803 0.31026 0.42833 1.55 -1.17 -0.62
N 0.86302 0.76680 1.61377 -0.28 0.63 2.12
N -0.71727 -1.27137 -0.99716 -1.52 2.64 0.06
S 1.81412 0.13731 -0.78492 -3.06 -0.96 -2.37
S -0.90362 1.85136 -0.64792 -0.73 0.77 -0.19
H -1.40319 -0.49454 0.78013 0.33 -0.18 0.22
H -0.01226 -1.60220 0.95011 -0.03 -0.12 0.15
H 1.74882 1.31196 1.83588 -1.92 -1.05 -0.40
H 0.12745 0.60393 2.36062 1.65 0.56 -0.93
H -1.67689 -1.47127 -1.23018 -0.27 0.45 0.29
H -0.25032 -2.06087 -1.21439 2.22 -3.01 -0.90
H 0.09806 2.61547 -0.28097 0.65 0.65 -0.22
H 2.75412 0.50975 -0.07399 2.67 1.32 2.22
H -1.63034 2.45876 0.33059 -0.05 -0.45 -0.24
```
Forces are in eV/Å.